{"formula": "C4H5IN2", "method": "ωB97M-V/def2-TZVPD", "e_above_lowest_kj_mol": 239.6, "orbital_gap_ha": 0.330, "e_tot_ha": -562.52412, "smiles": "CC(I)=C=N.C#N", "symbols": ["H", "H", "I", "C", "C", "C", "H", "N", "C", "N", "H", "H"], "xyz": [[1.6870, -1.2630, -0.6519], [0.5386, -1.7598, -1.6221], [-2.2161, -1.0914, 0.1540], [0.4201, 0.0845, 0.9403], [-1.4573, 2.3509, -0.4724], [-0.1511, -0.8379, 0.2796], [0.8012, -2.7220, -0.1594], [1.1496, 0.6666, 1.7011], [0.7870, -1.7313, -0.5243], [-1.2731, 2.6453, -1.5358], [-1.6608, 2.0860, 0.5636], [1.3749, 1.5722, 1.3274]], "forces_ev_per_angstrom": [[2.78, 0.88, 0.68], [-0.64, -0.23, 0.97], [0.22, -0.02, 0.14], [-0.17, -0.43, 0.68], [-0.83, -1.02, 4.27], [-0.72, -1.86, -2.04], [0.33, -1.02, 0.48], [0.62, 1.34, 1.12], [-2.96, 0.41, -2.07], [0.68, 0.95, -3.49], [0.14, 0.19, -0.79], [0.56, 0.82, 0.06]], "mulliken_charge": [0.393, 0.336, 0.113, 0.321, 0.012, -0.055, 0.325, -0.508, -1.204, -0.327, 0.305, 0.290]}

***

{"formula": "C4H12", "method": "ωB97M-V/def2-TZVPD", "e_above_lowest_kj_mol": 64.3, "orbital_gap_ha": [0.105, 0.436], "charge": -1, "e_tot_ha": -159.50565, "spin_multiplicity": 2, "symbols": ["H", "H", "H", "H", "H", "C", "H", "H", "H", "H", "H", "C", "H", "C", "H", "C"], "xyz": [[0.3624, -1.2625, -1.1368], [-1.0009, -1.3181, -2.1616], [2.3714, 2.4556, 0.9792], [0.0722, 1.6734, -0.5457], [1.8340, 0.8313, 1.5315], [0.2820, 1.9025, 0.5006], [2.1866, 0.9384, -0.0154], [-1.0882, -0.8109, 0.6871], [-0.3237, -2.8002, -1.4452], [-0.4476, 1.3785, 1.1145], [-2.4816, -1.5375, -0.1951], [1.7594, 1.5917, 0.7340], [-0.0257, 2.9444, 0.6405], [-1.4119, -1.6201, 0.0476], [-1.4849, -2.6053, 0.5085], [-0.6036, -1.7613, -1.2438]], "forces_ev_per_angstrom": [[0.08, 0.09, 0.19], [-0.42, -0.07, 0.26], [0.13, -0.06, -0.16], [-0.37, -0.01, -0.02], [0.02, 0.67, 0.52], [-0.27, 0.58, -0.73], [0.22, 0.58, -0.98], [0.07, -0.12, 0.19], [-0.32, -0.01, -0.08], [0.26, -0.45, 0.09], [0.11, 0.73, -0.04], [-0.44, -1.35, 1.30], [0.45, 0.10, -0.03], [-1.34, -1.01, -1.09], [0.74, 0.15, 0.74], [1.08, 0.16, -0.15]], "mulliken_charge": [0.171, 0.645, 0.912, 0.319, 0.666, -2.093, 0.711, 0.114, 0.461, 0.326, 0.284, -2.701, 0.980, -0.713, 0.403, -1.485]}

***

{"formula": "C24H30N4O3S2", "method": "ωB97M-V/def2-TZVPD", "e_above_lowest_kj_mol": 259.8, "orbital_gap_ha": 0.283, "e_tot_ha": -2173.63023, "smiles": "CN(C)S(=O)(=O)c1cccc(-c2cs/c(=N\\c3ccccc3)n2CCCN2CCOCC2)c1", "symbols": ["C", "H", "H", "H", "H", "H", "C", "H", "O", "C", "C", "C", "H", "H", "H", "O", "N", "H", "C", "H", "C", "H", "H", "H", "C", "O", "C", "C", "C", "H", "H", "C", "S", "C", "H", "H", "N", "C", "C", "C", "C", "H", "H", "H", "N", "C", "H", "H", "H", "H", "N", "C", "H", "C", "C", "C", "S", "C", "C", "H", "H", "H", "H"], "xyz": [[-5.6206, 0.8413, 1.1236], [-2.8052, -1.8976, 0.8603], [1.7488, -2.7941, 2.2664], [1.5060, 1.7646, 0.6789], [-4.8154, 1.1086, 1.7923], [1.7494, -3.7705, -1.5195], [4.3942, 0.6182, 2.3226], [3.7420, -0.2420, 2.1277], [2.9726, -3.9626, 0.1256], [1.6928, 1.2131, -0.2288], [-0.7153, -2.2339, 1.2541], [2.9308, -2.6004, 0.4687], [1.6717, -1.1841, 1.4923], [6.3910, 0.5660, -0.3624], [-0.5041, 2.9616, 0.0938], [3.6230, 3.0520, 0.9713], [-4.0619, -0.1779, -0.4524], [4.3081, 0.4334, -2.2134], [-7.6931, 0.1004, -0.5604], [-0.5693, -1.2091, 1.6070], [-3.0036, 0.4943, -0.3053], [1.8998, -5.3963, -0.7838], [-7.1380, 1.6259, 2.3996], [5.3710, -0.8052, 0.1586], [-7.9686, 0.7604, 0.6269], [5.1962, 2.5264, -0.8607], [1.8069, -4.3299, -0.5730], [-1.9298, -2.2691, 0.3284], [0.9503, -0.0283, -2.1408], [-2.4472, -1.6573, -1.6751], [-0.3249, -4.3270, -0.3307], [0.6448, 0.6378, -0.9528], [-2.8163, 2.1919, 0.2594], [2.2604, -0.1406, -2.5740], [-8.9891, 0.9865, 0.8985], [5.1126, 0.3505, 3.0982], [0.5007, -2.6252, 0.5579], [2.9852, 1.1372, -0.6991], [5.9356, 0.0740, 0.4934], [0.5524, -4.0463, 0.2515], [-0.7300, 0.8887, -0.5213], [-0.9030, -2.8701, 2.1359], [-6.1642, -0.7063, -1.8309], [3.8414, -2.4080, 1.0398], [5.1010, 1.0490, 1.1457], [-6.9290, 1.1214, 1.4670], [2.9261, -1.9830, -0.4440], [6.7191, -0.2474, 1.1803], [0.5780, -4.6545, 1.1730], [3.7983, 1.4613, 2.6630], [-1.7790, -0.0061, -0.6438], [-5.3366, 0.1884, -0.0767], [-0.6922, -1.6515, -1.2959], [-1.1148, 2.0939, -0.0457], [3.2898, 0.4531, -1.8608], [-1.6883, -1.4223, -0.9240], [4.2713, 2.0834, 0.1384], [1.6936, -2.2601, 1.3004], [-6.3907, -0.1928, -0.9089], [0.1575, -0.4118, -2.7648], [2.4751, -0.6604, -3.4957], [-8.5011, -0.1893, -1.2168], [-2.1448, -3.2916, 0.0204]], "forces_ev_per_angstrom": [[0.11, -0.04, -0.11], [-0.04, -0.10, -0.03], [-0.01, 0.06, -0.01], [-0.13, 0.05, 0.11], [0.05, -0.01, 0.07], [-0.02, -0.06, 0.03], [-0.32, 0.02, 0.31], [0.01, -0.02, 0.04], [0.09, -0.19, 0.07], [-0.27, -0.08, 0.07], [-0.14, -0.08, -0.15], [-0.08, 0.37, 0.24], [0.02, -0.03, 0.04], [0.17, -0.21, -0.03], [0.25, 0.12, -0.06], [-0.22, -0.23, 0.11], [0.30, -0.73, -0.31], [0.11, -0.03, -0.12], [-0.06, 0.01, -0.03], [-0.01, 0.00, 0.07], [-0.55, 1.06, 0.19], [-0.06, 0.06, -0.05], [-0.02, 0.03, 0.07], [0.03, -0.02, 0.01], [-0.13, 0.05, 0.09], [0.00, -0.32, -0.14], [-0.33, -0.15, 0.01], [0.27, 0.18, 0.02], [0.01, 0.10, 0.08], [0.15, 0.02, 0.01], [-0.01, -0.07, 0.00], [0.45, -0.14, -0.12], [-0.06, -0.54, -0.10], [0.09, 0.01, 0.01], [-0.08, 0.01, 0.03], [-0.01, -0.01, -0.03], [0.07, -0.03, 0.18], [0.55, 0.40, 0.24], [0.23, -0.17, -0.34], [0.28, 0.01, -0.24], [-0.13, 0.97, 0.40], [0.05, 0.08, 0.01], [0.05, -0.08, -0.05], [-0.06, 0.08, -0.05], [-0.45, 0.82, -0.61], [-0.15, 0.07, 0.05], [0.03, -0.03, 0.11], [-0.03, 0.01, 0.00], [-0.05, 0.00, -0.04], [-0.05, -0.14, 0.23], [0.37, -0.08, -0.04], [-0.30, 0.20, 0.17], [-0.13, 0.06, -0.05], [-0.04, -0.40, -0.11], [0.07, -0.06, -0.12], [-0.20, -0.62, -0.04], [0.20, -0.06, 0.17], [0.29, -0.09, -0.18], [0.03, 0.10, 0.03], [-0.08, -0.08, -0.01], [0.02, -0.02, -0.08], [-0.06, -0.02, -0.05], [-0.08, -0.05, 0.00]], "mulliken_charge": [0.148, 0.506, 0.275, 0.683, 0.499, 0.283, -0.773, 0.147, -0.488, -0.590, -1.154, -0.033, 0.468, 0.336, 0.514, -0.729, -0.341, 0.517, -0.524, 0.425, 0.348, 0.380, 0.353, 0.186, -0.427, -0.738, -0.701, -0.738, -0.185, 0.396, 0.300, 0.954, -0.172, -1.064, 0.376, 0.385, 0.913, 0.064, -0.808, -0.570, -0.717, 0.430, 0.416, 0.285, 0.065, -0.846, 0.016, 0.345, 0.299, 0.313, 0.024, 0.118, 0.500, -0.410, -0.528, -1.071, 1.247, -1.129, -0.501, 0.607, 0.429, 0.356, 0.332]}

***

{"formula": "C14H30BrCl3P", "method": "ωB97M-V/def2-TZVPD", "orbital_gap_ha": 0.272, "charge": 1, "e_tot_ha": -4846.88036, "symbols": ["H", "H", "H", "H", "C", "H", "Br", "C", "C", "H", "Cl", "H", "H", "H", "H", "C", "H", "H", "H", "H", "C", "H", "H", "H", "H", "C", "H", "C", "Cl", "C", "C", "P", "H", "H", "H", "H", "C", "H", "H", "C", "H", "H", "H", "H", "C", "C", "C", "Cl", "H"], "xyz": [[0.3791, -3.0653, -2.5926], [0.5419, 0.4899, -0.6701], [-2.4014, -1.4725, 0.5435], [0.0511, -2.1887, 0.1626], [1.7984, 0.4049, 1.6538], [-1.2203, 3.0191, -3.9220], [4.7888, 1.1244, 3.2260], [-3.0557, -1.0811, -1.6331], [-0.7359, 3.0764, -1.6922], [0.6531, 0.2142, 1.8520], [3.3977, -1.3625, 6.0585], [2.3982, -1.8958, -1.8919], [1.9234, 0.6342, 4.4217], [2.1338, -1.6983, 0.5799], [-2.3098, 2.1024, -0.1852], [-1.8937, -1.1250, -0.4763], [-0.8434, 0.6509, -2.3538], [-0.6182, 2.5312, 0.5876], [-1.5460, -0.0180, -0.2962], [-4.0908, -1.2654, -1.0675], [2.2156, -2.2459, 7.0391], [-1.6645, 0.6965, -4.0880], [3.4701, -0.4021, 0.2361], [-1.8352, 3.9423, 0.2022], [0.2660, 2.4336, -1.7054], [0.0983, -1.9754, -2.1995], [1.9694, 1.5300, 1.3022], [1.5065, -1.1396, -2.1227], [2.8149, -2.4600, 8.6929], [-0.6691, -2.1817, -0.7656], [-1.4387, 2.8923, -0.1900], [2.7208, 0.0940, 3.3140], [-0.5810, -1.5102, -3.0535], [-2.8385, 3.1222, -2.8188], [-3.8872, 0.2117, -3.3862], [-3.7311, 1.1742, -1.7496], [-1.7650, 2.6610, -2.9280], [2.9248, -1.3306, 3.5539], [1.6682, -0.5798, -3.1648], [-1.7906, 1.0015, -2.9455], [-0.3894, 4.2005, -1.7358], [2.2664, 0.9009, -1.3436], [2.0695, -3.2340, 6.5952], [-2.9175, -2.0179, -2.3402], [2.3023, -0.5505, 0.4202], [-3.2002, 0.3499, -2.4199], [1.5707, 0.0113, -0.9565], [0.6580, -1.4013, 7.0464], [-1.1636, -3.2676, -0.7931]], "forces_ev_per_angstrom": [[-0.58, 2.38, 0.78], [1.81, -1.11, -0.67], [1.09, 0.74, -2.14], [-1.20, 0.07, -1.92], [-0.14, 0.00, -0.97], [-1.49, -0.62, 2.05], [-2.20, -1.17, 0.25], [-0.81, -0.41, 0.67], [-0.30, 0.51, 0.88], [2.19, 0.44, -0.20], [0.34, -0.08, 0.29], [-1.84, 1.70, -0.76], [0.98, -0.49, -0.94], [0.06, 2.29, -0.09], [1.73, 1.65, -0.06], [-0.43, 0.02, 0.61], [-1.98, 0.47, -1.14], [-1.67, 0.72, -1.51], [-0.36, -2.16, -0.33], [2.19, 0.38, -1.36], [-0.35, -0.36, 0.62], [-0.08, 0.39, 2.49], [-2.43, -0.34, 0.63], [0.70, -2.38, -0.89], [-2.29, 1.27, -0.32], [0.58, -0.84, -0.38], [-0.39, -2.34, 1.12], [-0.02, 0.38, 0.06], [-0.11, 0.06, -0.51], [-0.97, -0.32, -0.28], [0.40, 0.24, 0.10], [0.08, 0.82, -1.29], [1.22, -0.92, 2.14], [2.21, -0.81, -0.19], [1.38, 0.23, 2.26], [1.04, -1.97, -1.18], [1.74, -0.64, 0.35], [-0.14, 1.35, -0.33], [-0.15, -1.47, 2.30], [-0.25, 0.46, -1.13], [-0.75, -2.19, -0.16], [-1.57, -1.87, 0.85], [0.09, 0.35, 0.11], [-0.23, 2.12, 1.17], [0.83, 0.46, -0.68], [0.07, 0.34, -0.52], [0.78, 0.35, 0.23], [0.22, -0.09, -0.13], [1.02, 2.38, 0.10]], "mulliken_charge": [0.388, -0.609, 0.367, 0.089, -0.539, 0.281, -0.007, -0.748, -0.118, 0.320, -0.166, 0.328, 0.256, 0.352, 0.107, 0.130, -0.755, -0.008, -0.323, 0.295, 0.071, 0.386, 0.399, 0.357, -0.029, -0.339, 0.334, -0.802, -0.086, -0.624, -0.577, 0.310, 0.168, 0.284, 0.292, 0.270, -0.758, 0.216, 0.237, 0.589, 0.368, 0.419, 0.304, 0.299, -0.812, -0.657, 0.457, -0.113, 0.396]}